Computed, not measured: a structure of composition C31H47GeN4OSSi3TeTi, with ωB97M-V with the def2-TZVPD basis set.

Element x y z (Å)
Ti (0.29847, 0.67424, -0.45529)
O (1.63671, 0.00158, -1.35368)
C (1.67531, -0.30699, -2.67967)
C (2.90519, -0.31104, -3.31902)
C (2.98114, -0.57931, -4.67215)
C (1.82586, -0.85430, -5.39617)
C (0.60335, -0.85686, -4.75583)
C (0.49589, -0.57797, -3.39015)
C (-0.82002, -0.60813, -2.74894)
N (-1.13909, -0.21984, -1.50456)
C (-2.48516, -0.46834, -1.31647)
C (-2.98237, -1.00439, -2.45144)
N (-1.93111, -1.07233, -3.33551)
H (3.78861, -0.10076, -2.73181)
H (3.94227, -0.57073, -5.16508)
H (1.87910, -1.05914, -6.45510)
H (-0.28310, -1.05903, -5.34245)
H (-2.97848, -0.23336, -0.38963)
H (-3.96682, -1.34148, -2.71104)
H (-1.98174, -1.47285, -4.25754)
Te (-0.47064, 2.80855, -1.92481)
C (0.15546, 4.76261, -1.43099)
C (-0.76415, 5.78691, -1.62898)
C (-0.40750, 7.10097, -1.36436)
C (0.86379, 7.39887, -0.89991)
C (1.78565, 6.37944, -0.71852)
C (1.43685, 5.06461, -0.98872)
H (-1.75939, 5.56179, -1.98769)
H (-1.12801, 7.89201, -1.52216)
H (1.13647, 8.42240, -0.68443)
H (2.78530, 6.60753, -0.37319)
H (2.16983, 4.28291, -0.86622)
N (-1.04582, -4.01537, 1.31014)
C (-1.12162, -3.93965, -0.03898)
S (0.07951, -3.16720, -0.90282)
N (-2.24390, -4.50518, -0.55584)
C (-2.75256, -4.46753, -1.87578)
C (-4.13505, -4.38163, -2.01502)
C (-4.71052, -4.33736, -3.27364)
C (-3.90877, -4.37872, -4.40625)
C (-2.53416, -4.50172, -4.26154)
C (-1.94753, -4.55516, -3.00413)
H (-0.16005, -3.75877, 1.72055)
H (-1.62738, -4.65087, 1.83178)
H (-2.91843, -4.82723, 0.12390)
H (-4.76203, -4.34517, -1.13272)
H (-5.78567, -4.27356, -3.36860)
H (-4.35444, -4.34283, -5.39063)
H (-1.90448, -4.58549, -5.13763)
H (-0.88216, -4.67595, -2.90051)
C (0.59172, 3.52632, 2.05781)
Si (1.78475, 2.07753, 2.13249)
C (2.75630, 2.26960, 3.72326)
C (3.00499, 2.25257, 0.70060)
Ge (0.64790, -0.06358, 1.89617)
Si (2.29030, -1.54360, 2.81708)
C (2.22037, -1.30310, 4.67069)
C (2.04641, -3.36352, 2.43785)
C (3.94068, -1.07100, 2.06555)
Si (-1.43750, 0.40652, 2.97954)
C (-1.20711, 1.07442, 4.71025)
C (-2.56725, -1.09115, 3.04210)
C (-2.33969, 1.68967, 1.90998)
H (1.15584, 4.46116, 2.05938)
H (-0.06398, 3.53397, 2.92960)
H (-0.04458, 3.53307, 1.17037)
H (3.23305, 3.25161, 3.71107)
H (3.53322, 1.51943, 3.85199)
H (2.10285, 2.22418, 4.59476)
H (3.53258, 3.20489, 0.79507)
H (2.54291, 2.24247, -0.29463)
H (3.74440, 1.45258, 0.70872)
H (1.24475, -1.60479, 5.05549)
H (2.38375, -0.26528, 4.95584)
H (2.97800, -1.91426, 5.16378)
H (1.25203, -3.82606, 3.02755)
H (2.97173, -3.87897, 2.70497)
H (1.86246, -3.54552, 1.37828)
H (4.31790, -0.11427, 2.41942)
H (3.85276, -1.02006, 0.97850)
H (4.68595, -1.83148, 2.30327)
H (-0.69809, 0.35582, 5.35240)
H (-2.17944, 1.29282, 5.15428)
H (-0.62211, 1.99352, 4.71227)
H (-2.21617, -1.85098, 3.74128)
H (-2.65959, -1.55984, 2.06177)
H (-3.55830, -0.76929, 3.36845)
H (-2.37543, 2.66552, 2.39572)
H (-3.37093, 1.37685, 1.73283)
H (-1.89008, 1.87408, 0.92343)

Properties
Highest occupied orbital energy: -0.368 Eh
HOMO-LUMO gap: 6.45 eV
Relative energy (zero: lowest compared OMol25 entry of this formula, charge and spin): 1.047 eV
Total charge: +1
Energy: -5964.76544 Ha
2S+1: 1

Computed, not measured: a structure of composition C31H48BrCsN7O8SbSe3Te in a non-equilibrium geometry, with ωB97M-V with the def2-TZVPD basis set.

Element x y z (Å)
Cs (-0.28692, 0.08004, 1.25296)
O (4.60498, 0.03563, 3.28305)
C (4.00883, -0.46228, 2.18334)
O (3.87000, 0.18723, 1.18024)
C (3.58349, -1.90076, 2.39352)
O (2.74342, -2.29251, 1.35313)
C (2.07906, -3.51811, 1.56127)
C (0.66351, -3.42927, 0.92595)
O (0.17469, -4.47072, 0.47528)
O (0.13512, -2.29748, 0.96104)
H (4.79403, 0.97778, 3.13932)
H (3.08540, -1.97695, 3.37299)
H (4.49466, -2.52885, 2.43775)
H (1.92919, -3.71910, 2.63075)
H (2.64421, -4.35381, 1.12337)
C (-3.09653, 4.39718, -0.94081)
N (-1.96746, 3.53910, -1.24523)
C (-2.19831, 2.64151, -2.35649)
C (-1.08519, 3.14370, -0.25291)
N (-0.09612, 2.35042, -0.43774)
N (-1.27559, 3.73902, 0.96547)
C (-0.58328, 3.50198, 2.13868)
N (-0.89586, 4.40573, 3.11489)
N (0.30563, 2.58825, 2.25085)
H (-3.59003, 4.66359, -1.87591)
H (-2.76457, 5.32030, -0.46409)
H (-3.83930, 3.92618, -0.28645)
H (-2.68939, 3.19320, -3.16036)
H (-2.83240, 1.79012, -2.06900)
H (-1.25696, 2.25800, -2.75019)
H (-0.03108, 2.00586, -1.38543)
H (-2.16678, 4.20853, 1.11694)
H (-1.78894, 4.88011, 3.01875)
H (-0.69609, 4.11323, 4.06121)
H (0.69317, 2.58654, 3.19235)
C (2.12064, -0.34149, -1.55595)
O (0.81396, -0.85950, -1.50559)
C (0.51294, -1.83496, -2.39836)
C (1.23668, -2.07319, -3.55733)
C (0.82448, -3.07227, -4.42597)
Br (1.78523, -3.30180, -6.05997)
C (-0.23015, -3.90653, -4.14553)
C (-0.93540, -3.69991, -2.96210)
C (-0.62141, -2.62719, -2.11351)
O (-1.41941, -2.36143, -1.07310)
C (-1.96174, -4.63893, -2.52987)
N (-2.88023, -5.19853, -3.28250)
C (-3.61191, -5.97745, -2.42972)
C (-4.72497, -6.77421, -2.67270)
C (-5.27517, -7.45518, -1.60644)
C (-4.74068, -7.35578, -0.32008)
C (-3.63421, -6.57243, -0.05525)
C (-3.07353, -5.88135, -1.11782)
N (-2.02229, -5.02337, -1.22042)
H (2.26879, 0.30793, -2.42535)
H (2.86535, -1.14178, -1.56369)
H (2.26847, 0.24926, -0.65855)
H (2.10133, -1.47578, -3.79802)
H (-0.49943, -4.72925, -4.79064)
H (-0.85143, -2.20508, -0.25269)
H (-5.13261, -6.84606, -3.66950)
H (-6.14871, -8.07641, -1.75734)
H (-5.20585, -7.90774, 0.48565)
H (-3.22124, -6.48908, 0.93788)
H (-1.33194, -4.76371, -0.50650)
Se (-1.77620, 0.47903, 5.76261)
Se (-2.42414, 1.02233, 3.65480)
Te (-4.06609, 2.78401, 4.42811)
Se (-4.28942, 4.44588, 2.57375)
C (5.74164, 4.11945, -0.26766)
C (4.88502, 3.39224, 0.74867)
Sb (2.70760, 3.06159, 0.31383)
C (2.04276, 5.08536, 0.84596)
C (3.07185, 6.19711, 0.91097)
C (2.84924, 3.40855, -1.87799)
C (2.87513, 4.83605, -2.38478)
H (6.79956, 4.07774, 0.01194)
H (5.45786, 5.16562, -0.34583)
H (5.63864, 3.65906, -1.24761)
H (4.96587, 3.87790, 1.72581)
H (5.26798, 2.37734, 0.86362)
H (1.57388, 4.96453, 1.81771)
H (1.24891, 5.33731, 0.14535)
H (3.89284, 5.92922, 1.57143)
H (2.61077, 7.10665, 1.30300)
H (3.47784, 6.42343, -0.07320)
H (1.97946, 2.89723, -2.28640)
H (3.72831, 2.86761, -2.22864)
H (2.04113, 5.40387, -1.97818)
H (2.79510, 4.85549, -3.47635)
H (3.80442, 5.33171, -2.11306)
C (-4.26271, -2.82288, 1.53053)
C (-3.10082, -2.11297, 2.18426)
C (-2.43303, -2.80880, 3.33612)
O (-2.71300, -1.03823, 1.78030)
H (-4.75538, -3.51649, 2.20664)
H (-3.87238, -3.37622, 0.67544)
H (-4.97729, -2.09152, 1.15709)
H (-3.01565, -3.64045, 3.72119)
H (-2.25428, -2.08261, 4.13162)
H (-1.45954, -3.16637, 3.00142)

Properties
Highest occupied orbital energy: -0.023 Eh
HOMO-LUMO gap: 3.86 eV
Relative energy (zero: lowest compared OMol25 entry of this formula, charge and spin): 2.108 eV
Total charge: -2
Energy: -12502.15779 Ha
2S+1: 1